1.
Computed, not measured: a cluster of 2 separate species, C3H5NO in total, with ωB97M-V/def2-TZVPD.

For the highest occupied orbital energy (alpha / beta), the calculation gives -9.20 / -9.04 eV. As for the gap between HOMO and LUMO (alpha / beta): 9.174 / 7.698 eV. As for the relative energy (zero: lowest compared OMol25 entry of this formula, charge and spin): 206.9 kcal per mole. As for the total energy: -6720.60065 eV.

The geometry in XYZ format:
```
10
Properties=species:S:1:pos:R:3:nbo_charge:R:1
C -1.5158 -0.7551 0.6841 -0.13
C -0.7076 0.0652 0.0191 0.20
C 2.5336 0.0441 -0.0921 -0.45
N -1.8310 0.7561 -0.5813 -0.38
O -2.6859 -0.0631 0.1652 -0.32
H -1.5723 -1.7108 1.1749 0.22
H 3.3475 -0.1522 0.5330 0.16
H 2.4901 0.8834 -0.7842 0.17
H 2.0870 -0.7877 -0.4518 0.15
H -2.1457 1.7199 -0.6670 0.39
```


2.
Computed, not measured: an isolated molecule of C4H5BrO3, with ωB97M-V/def2-TZVPD.

For the highest occupied orbital energy (alpha / beta), the calculation gives -5.75 / -10.49 eV. As for the gap between HOMO and LUMO (alpha / beta): 6.518 / 6.514 eV. As for the relative energy (zero: lowest compared OMol25 entry of this formula, charge and spin): 0.0 kcal per mole. As for the spin multiplicity: 3. As for the expectation value of S²: 2.008. As for the total energy: -80407.59085 eV.

The geometry in XYZ format:
```
13
Properties=species:S:1:pos:R:3:nbo_charge:R:1
C -0.9730 -1.0493 -0.9381 0.37
C -0.5573 0.3254 -1.4251 -0.08
C 0.9103 -0.3874 0.2622 0.38
C 0.5233 0.4305 1.5473 -0.69
O -1.9015 -1.6822 -1.2690 -0.19
O -0.0270 -1.4268 0.0281 -0.47
O 0.8429 0.4616 -0.8725 -0.50
Br -1.7105 1.6039 -0.7370 0.06
H -0.4866 0.4364 -2.6160 0.24
H 1.9078 -0.7592 0.2568 0.19
H 1.1844 1.3029 1.7034 0.23
H 0.7166 -0.3183 2.3740 0.22
H -0.4293 1.0624 1.6860 0.25
```


3.
Computed, not measured: a cluster of 2 separate species, C15H18FN2O5PS in total, with ωB97M-V/def2-TZVPD.

For the highest occupied orbital energy, the calculation gives -6.77 eV. As for the gap between HOMO and LUMO: 4.398 eV. As for the total energy: -51891.84615 eV.

The geometry in XYZ format:
```
43
Properties=species:S:1:pos:R:3:nbo_charge:R:1
C 3.4448 2.6272 0.7396 -0.64
C 2.6479 1.8640 -0.4689 0.11
C 3.1544 0.3040 -0.4862 -0.48
C 1.9319 -0.6275 0.0431 -0.01
C 1.4994 -0.6441 1.5485 0.06
N 0.3695 -1.4671 1.9339 -0.51
C -0.4035 -2.2703 0.9926 -0.13
P -1.8875 -3.2394 1.6714 1.69
O -2.3039 -2.4804 3.1748 -0.96
O -1.4551 -4.8735 1.8786 -0.94
S -3.4747 -3.0293 0.5358 -0.50
C -0.0372 -2.3413 -0.5307 -0.23
C 1.1782 -1.4849 -1.0599 0.40
O 1.5471 -1.4892 -2.4188 -0.36
N 0.6402 -2.2064 -3.1967 0.32
O 1.1173 -3.2259 -3.5686 -0.11
O 1.2470 1.9538 -0.1285 -0.56
C 0.3946 1.9854 -1.2984 -0.10
C -1.1241 1.8931 -0.7377 -0.04
C -2.3566 1.5001 -1.5980 -0.22
C -3.7921 1.3936 -0.9494 -0.20
C -4.0527 1.6679 0.5832 -0.23
C -2.8163 2.0744 1.4320 -0.24
C -1.3806 2.1842 0.7841 -0.24
H 4.3594 2.0488 1.1043 0.21
H 2.7042 2.6547 1.6342 0.21
H 3.6770 3.7180 0.4944 0.23
H 2.9395 2.4075 -1.4329 0.21
H 3.4718 0.0391 -1.5568 0.28
H 4.0365 0.1156 0.2136 0.24
H 2.0577 -0.0007 2.3248 0.27
H 0.0780 -1.5018 2.9220 0.44
H -2.1832 -1.5054 3.0944 0.51
H -2.2767 -5.4042 2.0377 0.53
H -0.7114 -2.9924 -1.1774 0.30
H 0.5645 2.8736 -1.9982 0.21
H 0.6080 1.0299 -1.9261 0.20
H -2.2646 1.2781 -2.7145 0.24
H -4.7311 1.1280 -1.5624 0.23
H -5.0997 1.5863 1.0608 0.24
H -2.9734 2.2601 2.5540 0.22
H -0.5485 2.4935 1.5212 0.23
F 2.2042 -2.2971 -5.4687 -0.85
```